1.
Formula: C5H10O2
Source: OMol25
Level of theory: ωB97M-V with the def2-TZVPD basis set

Geometry as ORCA input:
```
! RIJCOSX wB97M-V def2-TZVPD def2/J DEFGRID3
* xyz 0 1
C -1.599 1.639 -0.140
C -0.145 1.198 -0.149
C 0.151 0.249 1.016
O 1.498 -0.212 0.802
C 1.802 -1.132 -0.062
C 0.896 -2.199 -0.294
O 0.089 0.532 -1.373
H -1.781 2.324 -0.972
H -1.841 2.156 0.796
H -2.264 0.775 -0.252
H 0.518 2.073 -0.050
H -0.578 -0.566 1.051
H 0.173 0.766 1.978
H 1.106 0.253 -1.411
H -0.204 -2.026 -0.289
H 0.947 -2.876 -1.167
H 0.941 -2.974 0.509
*
```

- Kohn-Sham gap (eV) = 8.646

Atomic partial charges in e from the Löwdin method, atoms 1 to 2:
1. C -0.042
2. C -0.435

***

2.
Formula: C5H10O2
Source: OMol25
Level of theory: ωB97M-V with the def2-TZVPD basis set

Geometry as ORCA input:
```
! RIJCOSX wB97M-V def2-TZVPD def2/J DEFGRID3
* xyz 0 1
C 2.269 0.237 -0.251
C 1.047 -0.342 0.447
C -0.122 -0.589 -0.482
O -0.073 -0.386 -1.674
C -1.400 -1.139 0.146
C -2.384 -0.059 0.542
O -2.131 1.119 0.598
H 3.118 0.291 0.437
H 2.554 -0.381 -1.108
H 2.063 1.243 -0.627
H 1.286 -1.304 0.925
H 0.694 0.313 1.257
H -1.193 -1.726 1.052
H -1.893 -1.804 -0.572
H -3.396 -0.432 0.805
H 0.073 2.703 -0.805
H -0.511 2.257 -0.690
*
```

- Kohn-Sham gap (eV) = 10.619
- SMILES = CCC(=O)CC=O.[H][H]

Atomic partial charges in e from the Löwdin method, atoms 1 to 2:
1. C -0.101
2. C -0.190

***

3.
Formula: C5H10O2
Source: OMol25
Level of theory: ωB97M-V with the def2-TZVPD basis set

Geometry as ORCA input:
```
! RIJCOSX wB97M-V def2-TZVPD def2/J DEFGRID3
* xyz 0 1
C -1.875 -0.694 0.942
O -1.515 0.419 0.148
C -0.710 0.087 -0.984
C 0.707 -0.359 -0.640
C 1.863 0.609 -0.812
C 1.405 0.238 0.561
O 0.762 1.167 1.373
H -2.532 -1.370 0.374
H -2.418 -0.305 1.809
H -0.989 -1.245 1.289
H -1.220 -0.698 -1.562
H -0.700 0.999 -1.588
H 0.924 -1.406 -0.844
H 2.814 0.228 -1.171
H 1.611 1.612 -1.148
H 2.052 -0.431 1.126
H -0.179 1.151 1.127
*
```

- Kohn-Sham gap (eV) = 10.404
- SMILES = COC[C@H]1C[C@H]1O

Atomic partial charges in e from the Löwdin method, atoms 1 to 2:
1. C -0.092
2. O -0.225

***

4.
Formula: C5H10O2
Source: OMol25
Level of theory: ωB97M-V with the def2-TZVPD basis set

Geometry as ORCA input:
```
! RIJCOSX wB97M-V def2-TZVPD def2/J DEFGRID3
* xyz 0 1
C -0.594 -0.175 -2.177
C 0.271 -0.702 -1.039
C 0.460 0.377 0.019
O -0.988 0.757 0.444
C 1.030 -0.069 1.352
C -0.318 0.055 2.141
O -0.543 0.927 2.956
H -0.793 -0.948 -2.922
H -1.543 0.184 -1.772
H -0.100 0.666 -2.681
H -0.200 -1.565 -0.549
H 1.236 -1.067 -1.428
H 0.910 1.284 -0.390
H -1.077 1.646 0.843
H 1.781 0.605 1.774
H 1.387 -1.110 1.394
H -0.918 -0.865 2.034
*
```

- Kohn-Sham gap (eV) = 10.075
- SMILES = CC[C@@H](O)CC=O

Atomic partial charges in e from the Löwdin method, atoms 1 to 2:
1. C -0.104
2. C -0.213

***

5.
Formula: C5H10O2
Source: OMol25
Level of theory: ωB97M-V with the def2-TZVPD basis set

Geometry as ORCA input:
```
! RIJCOSX wB97M-V def2-TZVPD def2/J DEFGRID3
* xyz 0 1
C -2.053 0.630 0.636
C -1.268 -0.325 -0.198
C -0.314 0.135 -1.187
H -1.647 -1.337 -0.264
H -3.014 0.848 0.154
H -1.525 1.576 0.772
H -2.257 0.216 1.626
H -0.088 -0.597 -1.957
H -0.511 1.123 -1.596
C 1.113 0.337 -0.277
C 2.320 -0.063 -0.764
O 0.308 -0.696 0.793
O 0.813 -1.020 2.126
H 1.448 -1.728 1.943
H 1.073 1.291 0.241
H 2.428 -0.992 -1.312
H 3.173 0.601 -0.735
*
```

- Kohn-Sham gap (alpha / beta) (eV) = 7.466 / 7.463

Atomic partial charges in e from the Löwdin method, atoms 1 to 2:
1. C -0.062
2. C -0.136

***

6.
Formula: C5H10O2
Source: OMol25
Level of theory: ωB97M-V with the def2-TZVPD basis set

Geometry as ORCA input:
```
! RIJCOSX wB97M-V def2-TZVPD def2/J DEFGRID3
* xyz 0 1
C 0.160 1.591 0.755
C 1.162 2.504 1.452
C 0.569 0.129 0.689
O 1.462 -0.350 1.368
H -0.669 -0.963 0.670
H -0.827 1.641 1.233
H -0.012 1.915 -0.280
H 1.289 2.213 2.495
H 2.142 2.437 0.979
H 0.830 3.543 1.424
C -1.076 -2.528 -2.122
C -0.640 -1.631 -1.024
O -1.226 -1.749 0.080
H 0.285 -0.520 -0.449
H -0.213 -3.136 -2.408
H -1.916 -3.177 -1.864
H -1.319 -1.919 -2.997
*
```

- Kohn-Sham gap (eV) = 8.661

Atomic partial charges in e from the Löwdin method, atoms 1 to 2:
1. C -0.227
2. C -0.112

***

7.
Formula: C5H10O2
Source: OMol25
Level of theory: ωB97M-V with the def2-TZVPD basis set

Geometry as ORCA input:
```
! RIJCOSX wB97M-V def2-TZVPD def2/J DEFGRID3
* xyz 0 1
C 0.518 1.163 -1.694
C -0.528 0.415 -1.353
C -1.270 0.509 -0.037
O -1.396 1.837 0.437
C -0.652 -0.395 1.045
O 0.752 -0.258 1.099
C 1.445 -1.467 0.898
H 0.950 1.887 -1.005
H 1.015 1.050 -2.657
H -0.892 -0.329 -2.056
H -2.298 0.149 -0.184
H -0.619 2.336 0.161
H -0.928 -1.445 0.858
H -1.078 -0.083 2.008
H 1.037 -2.036 0.046
H 1.422 -2.106 1.796
H 2.486 -1.221 0.676
*
```

- Kohn-Sham gap (eV) = 10.586
- SMILES = C=C[C@H](O)COC

Atomic partial charges in e from the Löwdin method, atoms 1 to 2:
1. C 0.023
2. C -0.113

***

8.
Formula: C5H10O2
Source: OMol25
Level of theory: ωB97M-V with the def2-TZVPD basis set

Geometry as ORCA input:
```
! RIJCOSX wB97M-V def2-TZVPD def2/J DEFGRID3
* xyz 0 1
O 2.830 -0.461 -0.826
C 1.737 -0.859 -0.034
C 0.391 -0.317 -0.500
C -0.748 -0.809 0.395
C -1.804 0.271 0.183
C -0.922 1.507 0.150
O 0.326 1.116 -0.433
H 2.811 0.504 -0.855
H 1.887 -0.601 1.027
H 1.696 -1.954 -0.101
H 0.251 -0.618 -1.551
H -0.398 -0.781 1.436
H -1.062 -1.829 0.162
H -2.537 0.400 0.983
H -2.342 0.108 -0.759
H -0.736 1.837 1.181
H -1.401 2.334 -0.390
*
```

- Kohn-Sham gap (eV) = 10.691
- SMILES = OC[C@H]1CCCO1

Atomic partial charges in e from the Löwdin method, atoms 1 to 2:
1. O -0.049
2. C -0.230

***

Which relative energy (zero: lowest compared OMol25 entry of this formula, charge and spin) belongs to each record? In order, 108.4, 51.1, 60.0, 53.9, 181.8, 116.8, 59.3, 32.5 kcal/mol.